# C5H10O

A single C5H10O molecule (wB97M-V/def2-TZVPD, the Open Molecules 2025 dataset).

Summary:
Relative energy (zero: lowest compared OMol25 entry of this formula, charge and spin) (eV): 0.3435
HOMO level (hartree): -0.3565
E (hartree): -271.7400
Structure (SMILES): CC[C@@H](C)C=O
Charge: 0
Lowest unoccupied orbital energy (eV): 1.0
Orbital gap (eV): 10.7

Each line ends with the Mulliken charge.
Geometry (Å):
C 2.02852 -0.26880 -0.28884  -1.168
C 0.71659 -0.49199 0.45999  -0.516
C -0.53366 0.00392 -0.27038  0.553
C -1.82232 -0.48675 0.39760  -1.511
C -0.58752 1.51309 -0.41682  -0.149
O 0.32710 2.27904 -0.22506  -0.473
H 2.21728 0.79768 -0.42604  0.296
H 2.86733 -0.70020 0.26777  0.342
H 2.00481 -0.74621 -1.27622  0.305
H 0.58308 -1.56432 0.65367  0.359
H 0.76034 -0.00287 1.44210  0.305
H -0.53286 -0.38849 -1.30078  0.235
H -1.84012 -0.22085 1.46090  0.342
H -2.71241 -0.05433 -0.07394  0.414
H -1.89444 -1.57554 0.32221  0.358
H -1.58173 1.90662 -0.72617  0.308



# C7H10BrFN2

A single C7H10BrFN2 molecule (wB97M-V/def2-TZVPD, the Open Molecules 2025 dataset).

Summary:
Relative energy (zero: lowest compared OMol25 entry of this formula, charge and spin) (eV): 1.2322
HOMO level (hartree): -0.3302
E (hartree): -3056.0508
Structure (SMILES): CC(C)(C)n1ncc(Br)c1F
Charge: 0
Lowest unoccupied orbital energy (eV): 0.8
Orbital gap (eV): 9.8

Each line ends with the Mulliken charge.
Geometry (Å):
C 0.84880 -0.69619 -0.94656  -1.897
C -0.06476 0.17967 -0.05976  1.648
C 0.11502 -0.17012 1.45255  -1.598
C 0.01767 1.68448 -0.36282  -1.783
N -1.51750 -0.13593 -0.16787  0.774
N -1.74663 -1.42534 -0.22113  -1.147
C -3.01333 -1.65502 -0.31597  -0.218
C -3.68573 -0.45155 -0.06682  -0.289
Br -5.47929 0.04188 0.05389  -0.168
C -2.70839 0.48457 0.02632  0.545
F -2.71830 1.84904 0.09688  -0.267
H 0.56431 -0.42328 -1.86112  0.528
H 1.88548 -0.57532 -0.81178  0.449
H 0.71212 -1.72358 -0.73421  0.433
H -0.68636 -0.77835 1.79726  0.379
H 0.97496 -0.70553 1.61223  0.421
H 0.01817 0.69972 2.05683  0.397
H -0.53455 2.35847 0.26796  0.395
H 1.05416 1.98861 -0.41686  0.429
H -0.41355 1.80738 -1.33584  0.452
H -3.46101 -2.57645 -0.44786  0.518



# C12H27ClNO2Si

2 unconnected molecules or ions with the total composition C12H27ClNO2Si (wB97M-V/def2-TZVPD, the Open Molecules 2025 dataset).

Summary:
Relative energy (zero: lowest compared OMol25 entry of this formula, charge and spin) (eV): 0.1931
HOMO level (hartree): -0.4792
E (hartree): -1428.1364
Charge: +1
Lowest unoccupied orbital energy (eV): -2.2
Orbital gap (eV): 10.9

Each line ends with the Mulliken charge.
Geometry (Å):
C 1.79303 3.02384 2.38558  -0.929
C 0.96130 2.81968 1.04636  0.679
O 1.57545 2.34842 0.04927  -0.596
O -0.41878 3.06720 0.87370  -0.197
C -0.86167 4.29944 1.51165  -0.583
C -1.92858 3.86080 2.64548  -0.618
Si -2.90068 2.31316 2.06782  0.622
Cl -3.43756 2.33231 0.01134  -0.278
H 2.68738 3.71379 2.16350  0.311
H 2.26584 2.00863 2.64823  0.297
H 1.18441 3.36821 3.28056  0.303
H -1.45734 4.92414 0.74826  0.294
H -0.03020 4.97219 1.89578  0.401
H -2.63522 4.71058 2.95178  0.421
H -1.31146 3.57812 3.57466  0.232
H -2.03876 1.15200 2.38453  -0.127
H -4.16807 2.26764 2.82614  -0.195
C 0.48361 -1.20348 1.45389  -1.526
C -0.63985 -0.87833 0.47988  0.058
C -0.77710 -1.77289 -0.74990  -0.914
N 0.41233 -1.78442 -1.71504  0.483
C 1.00443 -0.40262 -1.89212  -1.359
C 1.47668 -2.79958 -1.29168  -0.465
C 1.01644 -4.10706 -1.89918  -0.670
C 0.51632 -3.70325 -3.26779  -0.569
C -0.05495 -2.30119 -3.10261  -0.501
H 1.47178 -1.06125 1.01351  0.336
H 0.42597 -0.53723 2.31820  0.408
H 0.40457 -2.23149 1.81868  0.390
H -0.56572 0.17104 0.17647  0.132
H -1.58208 -0.95258 1.03360  0.436
H -1.63486 -1.40758 -1.32135  0.452
H -0.98356 -2.80728 -0.46404  0.280
H 1.45169 -0.07682 -0.95491  0.468
H 0.20701 0.27282 -2.20158  0.402
H 1.77914 -0.45261 -2.65954  0.504
H 2.43120 -2.48002 -1.71679  0.411
H 1.54844 -2.84731 -0.20794  0.215
H 0.20765 -4.54878 -1.30952  0.267
H 1.82197 -4.84129 -1.95313  0.432
H -0.22832 -4.40122 -3.65473  0.331
H 1.34273 -3.68392 -3.98402  0.313
H -1.14488 -2.28933 -3.13896  0.327
H 0.33024 -1.63249 -3.87403  0.322



# C5H14

2 unconnected molecules or ions with the total composition C5H14 (wB97M-V/def2-TZVPD, the Open Molecules 2025 dataset).

Summary:
Relative energy (zero: lowest compared OMol25 entry of this formula, charge and spin) (eV): 0.5165
HOMO level (hartree): -0.4138
E (hartree): -198.8702
Structure (SMILES): CCC.CC
Charge: 0
Lowest unoccupied orbital energy (eV): 1.1
Orbital gap (eV): 12.4

Each line ends with the Mulliken charge.
Geometry (Å):
C 2.34835 1.25685 -0.94255  -1.118
C 1.36368 0.13738 -0.51684  0.110
C 1.00403 -0.95262 -1.54245  -1.150
H 1.70114 2.05268 -1.30001  0.303
H 2.94779 1.57921 -0.09422  0.307
H 3.03487 0.93515 -1.72397  0.291
H 0.45000 0.64304 -0.20474  0.037
H 1.87754 -0.38738 0.29752  0.240
H 0.18595 -0.62162 -2.17811  0.262
H 0.75136 -1.87469 -1.02662  0.305
H 1.83664 -1.09799 -2.23259  0.398
C -1.90026 -0.83347 1.08139  -0.723
C -2.52482 0.39773 1.73428  -0.865
H -1.92390 -0.81636 0.00023  0.265
H -0.82181 -0.95226 1.23264  0.148
H -2.36452 -1.67855 1.59239  0.363
H -2.76247 0.26718 2.79308  0.300
H -3.43022 0.75203 1.25049  0.276
H -1.77333 1.19369 1.78009  0.251



Look up the lowest unoccupied orbital energy of the third one. -2.2 eV